This record from the OMol25 dataset describes C19H43LaOP3S as an isolated structure. The level of theory is ωB97M-V/def2-TZVPD.

```
! RIJCOSX wB97M-V def2-TZVPD def2/J DEFGRID3
* xyz 3 1
La -0.475 0.326 0.729
P -1.815 -2.222 1.407
P 1.355 -1.119 2.891
P 1.427 -1.749 -0.612
H -0.718 5.854 -5.632
C -0.796 4.961 -6.261
C -1.924 4.251 -6.372
H -2.885 4.561 -5.943
C -3.413 -1.668 2.120
C -1.557 -3.749 2.384
C -2.374 -2.922 -0.189
C 2.975 -0.238 2.905
C 0.831 -0.864 4.630
C 1.908 -2.868 3.052
C 0.966 -1.686 -2.388
C 1.609 -3.569 -0.425
C 3.201 -1.262 -0.749
H 0.080 4.688 -6.836
H -1.930 3.312 -6.949
H -3.785 -0.795 1.568
H -3.269 -1.383 3.169
H -4.145 -2.483 2.053
H -1.278 -3.484 3.418
H -0.757 -4.361 1.938
H -2.500 -4.317 2.391
H -2.618 -2.104 -0.880
H -3.268 -3.534 -0.023
H -1.586 -3.538 -0.643
H 3.531 -0.557 3.796
H 2.808 0.847 2.949
H 3.550 -0.472 2.000
H 1.637 -1.198 5.294
H -0.068 -1.459 4.818
H 0.596 0.188 4.818
H 2.985 -2.922 3.248
H 1.697 -3.409 2.128
H 1.373 -3.370 3.868
H 1.505 -2.455 -2.956
H 1.195 -0.695 -2.793
H -0.113 -1.858 -2.464
H 1.818 -4.025 -1.405
H 0.675 -3.997 -0.029
H 2.436 -3.810 0.260
H 3.603 -1.681 -1.684
H 3.784 -1.628 0.111
H 3.261 -0.166 -0.784
C -0.517 1.737 -2.361
C 0.563 2.671 -2.318
C 1.076 3.145 -3.517
C 0.503 2.737 -4.734
C -0.699 2.020 -4.716
C -1.217 1.484 -3.552
O -0.833 1.011 -1.301
H 1.306 1.087 0.136
H 0.988 2.884 -1.314
H 1.908 3.843 -3.491
H 0.935 3.049 -5.685
H -1.311 1.944 -5.605
H -2.095 0.843 -3.495
C -2.477 2.660 3.697
S -0.964 1.777 3.251
C 0.231 3.104 2.965
H -3.329 2.003 3.482
H -2.544 3.572 3.099
H -2.485 2.907 4.761
H -0.303 3.995 2.624
H 1.001 2.834 2.225
H 0.729 3.321 3.920
*
```

The value obtained for the energy above the lowest of the compared OMol25 structures with the same formula, charge and spin is 0.0 kcal/mol. The calculation puts the orbital gap (alpha / beta) at 5.15 / 3.98 eV. The highest occupied orbital energy (alpha / beta) comes out at -16.3969 / -16.7043 eV. For the lowest unoccupied orbital energy (alpha / beta), the calculation gives -11.25 / -12.72 eV.

This record from the OMol25 dataset describes C19H43LiN2O11 as an isolated structure. The level of theory is ωB97M-V/def2-TZVPD.

```
! RIJCOSX wB97M-V def2-TZVPD def2/J DEFGRID3
* xyz -1 2
Li -2.222 1.351 -1.844
C -0.995 -5.043 2.859
C -1.732 -3.881 2.110
N -1.537 -3.755 0.526
C -0.189 -3.135 0.245
C -1.970 -5.112 -0.124
C -1.874 -5.122 -1.662
C -2.580 -2.658 -0.073
C -2.580 -1.259 0.595
O -2.926 -1.213 1.909
C -2.837 0.039 2.522
H -1.352 -5.051 3.889
H 0.086 -4.918 2.786
H -1.290 -5.954 2.338
H -1.534 -2.886 2.508
H -2.812 -4.014 2.174
H 0.525 -3.756 0.786
H -0.169 -2.138 0.686
H -0.011 -3.048 -0.827
H -2.922 -5.533 0.197
H -1.079 -5.659 0.185
H -0.944 -4.735 -2.079
H -2.745 -4.702 -2.167
H -1.939 -6.174 -1.936
H -3.513 -3.203 0.070
H -2.366 -2.594 -1.140
H -3.419 -0.888 0.007
H -1.706 -0.701 0.257
H -1.764 0.184 2.651
H -3.315 0.026 3.501
H -3.241 0.843 1.907
C 3.127 5.302 0.620
C 2.513 3.985 0.009
N 2.590 2.792 1.017
C 1.433 3.019 1.997
C 2.189 1.489 0.249
C 0.794 1.419 -0.580
C 3.935 2.560 1.771
C 5.112 2.495 0.865
O 5.060 1.340 0.098
C 6.074 1.276 -0.856
H 2.615 5.625 1.527
H 3.002 6.140 -0.065
H 4.203 5.245 0.783
H 3.066 3.733 -0.896
H 1.467 4.039 -0.294
H 1.378 4.016 2.434
H 1.240 2.231 2.725
H 0.473 2.995 1.482
H 2.242 0.650 0.944
H 2.910 1.252 -0.533
H 0.656 0.367 -0.829
H 0.602 1.812 -1.578
H -0.096 1.447 0.050
H 3.684 1.683 2.368
H 3.999 3.461 2.381
H 6.003 2.402 1.486
H 5.213 3.436 0.324
H 6.210 0.249 -1.197
H 7.028 1.485 -0.371
H 5.989 1.900 -1.746
O -1.702 -2.036 -3.601
C -0.746 -1.186 -3.253
O 0.457 -1.306 -3.463
O -1.187 -0.155 -2.819
H -2.391 -1.455 -3.271
O -1.102 4.941 -1.208
C -1.527 3.726 -1.355
O -1.980 2.999 -0.463
O -1.377 3.252 -2.469
H -1.005 5.089 -2.151
O -5.905 0.280 -3.042
C -4.848 -0.090 -2.415
O -4.102 0.824 -2.101
O -4.584 -1.266 -2.298
H -5.758 1.225 -3.133
*
```

The calculation puts the orbital gap (alpha / beta) at 2.10 / 6.90 eV. The highest occupied orbital energy (alpha / beta) comes out at -0.0925 / -4.9080 eV. For the lowest unoccupied orbital energy (alpha / beta), the calculation gives 2.01 / 1.99 eV. Its expectation value of S² is 0.7504.

This record from the OMol25 dataset describes a 3-piece molecular cluster, C19H43N2O10P overall. The level of theory is ωB97M-V/def2-TZVPD.

```
! RIJCOSX wB97M-V def2-TZVPD def2/J DEFGRID3
* xyz 0 1
C -1.315 -0.262 0.222
C -0.256 0.078 -1.026
C -0.309 1.673 -1.459
O 1.003 2.324 -1.559
C 1.364 3.073 -0.348
O 2.470 3.956 -0.848
O 0.420 4.127 0.154
C 0.688 4.588 1.534
O 0.144 5.653 2.185
C 1.841 3.558 2.083
P 1.949 3.235 3.962
O 0.682 3.881 4.678
O 1.986 1.531 4.368
O 3.428 4.004 4.553
C 1.717 2.283 1.043
C 3.223 1.572 1.202
C 3.721 0.885 -0.194
O 5.011 0.193 -0.148
C 5.159 -0.693 1.009
C 3.996 -1.828 1.197
H -0.940 0.235 1.223
H -2.363 0.201 -0.034
H -1.336 -1.422 0.382
H 0.797 -0.229 -0.618
H -0.484 -0.596 -1.985
H -0.819 1.686 -2.538
H -1.074 2.186 -0.739
H 2.000 4.748 -1.252
H 2.843 4.128 1.795
H 1.308 1.007 3.829
H 3.617 3.576 5.457
H 0.955 1.446 1.425
H 3.090 0.814 2.108
H 4.052 2.333 1.536
H 3.833 1.741 -1.017
H 2.944 0.117 -0.670
H 5.352 -0.059 2.002
H 6.180 -1.290 0.842
H 3.075 -1.734 0.484
H 3.658 -1.794 2.336
H 4.427 -2.927 1.025
C -3.552 0.240 3.466
C -4.038 -0.938 2.627
C -5.276 -1.652 3.216
O -4.991 -2.498 4.335
C -4.859 -1.812 5.570
N -2.921 -1.872 2.424
H -2.994 -0.075 4.353
H -2.877 0.872 2.878
H -4.391 0.863 3.792
H -4.329 -0.536 1.647
H -5.685 -2.315 2.443
H -6.073 -0.940 3.462
H -5.530 -0.950 5.639
H -3.823 -1.504 5.716
H -5.109 -2.510 6.376
H -3.221 -2.605 1.777
H -2.783 -2.376 3.306
C 0.889 -2.806 -6.861
C -0.371 -3.315 -6.168
C -1.523 -2.284 -6.133
O -1.350 -1.241 -5.168
C -0.488 -0.193 -5.585
N -0.019 -3.778 -4.818
H 1.469 -2.123 -6.233
H 1.550 -3.642 -7.111
H 0.642 -2.287 -7.793
H -0.726 -4.180 -6.744
H -2.439 -2.809 -5.837
H -1.717 -1.863 -7.127
H -0.565 0.005 -6.658
H 0.542 -0.427 -5.311
H -0.771 0.715 -5.044
H -0.843 -4.214 -4.396
H 0.130 -2.944 -4.241
*
```

The SMILES is CCCO[C@@]1(O)OC(=O)[C@@H](P(=O)(O)O)[C@@H]1CCOCC.COC[C@@H](C)N.COC[C@@H](C)N. The calculation puts the orbital gap at 9.37 eV. The highest occupied orbital energy comes out at -9.4602 eV. For the lowest unoccupied orbital energy, the calculation gives -0.09 eV.